(1)
The following is a quantum chemistry calculation of a cluster of 2 separate species, C3H9N2O2S in total in a non-equilibrium geometry, from OMol25.

```
17
Properties=species:S:1:pos:R:3:forces:R:3
C -1.705 1.371 1.456 -1.4 -1.1 -4.4
C 2.971 -0.265 -1.025 1.3 1.7 0.1
C -1.837 0.003 0.954 1.1 -1.2 2.5
N -0.962 -0.768 0.422 1.7 2.3 0.1
N 1.912 0.607 -1.478 -0.1 0.7 0.3
O 0.861 0.674 -0.829 -1.3 0.0 0.9
O 3.716 0.998 -3.447 -5.8 2.1 2.4
S 2.026 1.592 -2.759 6.3 -2.1 -2.9
H -1.758 1.826 0.445 -0.3 0.8 0.2
H -0.942 1.862 1.888 3.4 0.6 1.5
H -2.574 1.614 1.940 -2.1 0.6 1.2
H 2.895 -1.063 -1.694 0.3 -1.8 -0.9
H 2.793 -0.563 0.029 0.3 0.5 -0.8
H 3.912 0.308 -1.331 -0.8 -1.1 0.9
H -2.751 -0.429 1.304 -0.7 -0.6 -0.7
H 0.004 -0.383 0.170 -1.2 -0.3 0.1
H -1.070 -1.731 0.249 -0.8 -1.2 -0.3
```
Positions in Å, forces in eV/Å.

For the energy above the lowest of the compared OMol25 structures with the same formula, charge and spin, the calculation gives 155.34 kcal/mol. For the LUMO energy (spin up / spin down), the calculation gives -5.4 / -4.9 eV. The calculation puts the HOMO energy (spin up / spin down) at -12.48 / -13.22 eV. Its HOMO-LUMO gap (spin up / spin down) is 7.109 / 8.362 eV. As for the total charge: +1.

=====

(2)
The following is a quantum chemistry calculation of a structure of composition C3H9N2O3 in a non-equilibrium geometry, from OMol25.

```
17
Properties=species:S:1:pos:R:3:forces:R:3
C 0.202 -0.490 -0.809 1.1 -0.2 0.8
C -1.446 0.694 0.840 0.0 -0.6 -1.8
C 0.008 0.350 0.560 -0.1 -0.5 -0.9
N 0.057 -1.801 -0.817 -0.4 0.9 -0.9
N 0.858 1.552 0.119 -1.0 -0.1 -0.4
O 0.745 0.137 -1.732 -0.5 -0.2 -0.7
O 0.584 -0.378 1.552 1.2 -0.9 -0.7
O 0.099 -2.533 -2.000 -0.6 0.5 1.1
H -1.648 0.997 1.858 0.3 1.3 0.0
H -1.662 1.272 -0.069 -0.9 0.9 1.0
H -2.168 -0.132 0.767 0.8 -0.5 -0.3
H -0.265 -2.280 -0.019 -0.5 -0.8 0.8
H 0.513 2.502 0.291 0.2 -0.5 0.2
H 1.824 1.410 0.356 0.5 0.2 0.8
H 0.935 1.227 -1.053 -0.5 0.1 0.6
H 0.351 -0.067 2.412 -0.4 0.4 1.1
H 1.012 -2.462 -2.256 1.0 -0.2 -0.6
```
Positions in Å, forces in eV/Å.

For the energy above the lowest of the compared OMol25 structures with the same formula, charge and spin, the calculation gives 73.04 kcal/mol. For the LUMO energy, the calculation gives -3.1 eV. The calculation puts the HOMO energy at -15.09 eV. Its HOMO-LUMO gap is 11.950 eV. As for the total charge: +1.

=====

(3)
The following is a quantum chemistry calculation of a cluster of 2 separate species, C3H9N2OSi in total in a non-equilibrium geometry, from OMol25.

```
16
Properties=species:S:1:pos:R:3:forces:R:3
C 1.229 -0.424 -0.295 1.6 -2.7 -1.0
C 1.572 -1.380 -1.361 -1.3 -0.9 1.5
C 0.635 0.799 0.075 -0.5 3.0 0.0
N 2.060 -1.257 0.177 -1.1 0.6 -1.6
N 1.268 1.571 0.931 -4.1 0.5 -3.1
O -1.002 -0.335 0.701 -1.4 2.8 -1.7
Si -2.608 -0.018 0.224 2.3 2.5 0.0
H 0.929 -2.280 -1.671 1.0 1.6 0.9
H 2.279 -1.046 -2.074 0.7 0.1 -0.5
H -0.103 1.306 -0.573 0.5 -0.6 0.4
H 1.988 1.132 1.333 3.7 -1.2 2.6
H -0.747 -1.033 1.206 1.0 -3.3 2.5
H 1.042 2.558 0.988 0.2 -0.3 0.5
H -3.366 0.412 1.366 -0.4 0.3 0.4
H -2.048 1.136 -0.649 -1.3 -0.7 0.3
H -3.128 -1.141 -0.379 -0.8 -1.6 -1.1
```
Positions in Å, forces in eV/Å.

For the energy above the lowest of the compared OMol25 structures with the same formula, charge and spin, the calculation gives 49.43 kcal/mol. For the LUMO energy, the calculation gives -5.2 eV. The calculation puts the HOMO energy at -14.82 eV. Its HOMO-LUMO gap is 9.608 eV. As for the total charge: +1.

=====

(4)
The following is a quantum chemistry calculation of a structure of composition C3H9N2P3 in a non-equilibrium geometry, from OMol25.

```
17
Properties=species:S:1:pos:R:3:forces:R:3
C 0.830 1.786 -2.030 -1.4 -0.6 -1.2
C 2.161 1.169 -1.800 -0.4 3.3 4.6
C 0.998 0.741 -0.920 -1.2 -1.5 -1.6
N -0.078 -2.877 1.620 0.6 0.2 -0.3
N -1.899 -0.783 1.684 1.7 -0.1 0.4
P -0.252 -1.403 1.433 -1.6 3.0 0.5
P -3.162 -1.888 1.693 -1.4 -1.0 -0.5
P 0.533 1.213 0.767 0.4 -1.8 0.8
H 0.561 2.801 -1.744 0.5 -0.1 0.1
H 0.212 1.463 -2.929 1.1 0.3 1.2
H 2.524 0.445 -2.378 1.4 -2.5 -2.5
H 2.918 1.714 -1.160 -0.7 -0.3 -1.3
H 0.564 -0.267 -1.237 0.6 1.5 0.6
H -2.248 0.169 1.718 1.0 0.0 -0.1
H -2.382 -2.809 1.004 -0.4 -0.7 -0.5
H -3.115 -2.726 2.842 0.4 0.4 0.3
H 1.836 1.254 1.437 -0.7 -0.2 -0.5
```
Positions in Å, forces in eV/Å.

For the energy above the lowest of the compared OMol25 structures with the same formula, charge and spin, the calculation gives 73.93 kcal/mol. For the LUMO energy (spin up / spin down), the calculation gives -1.9 / -2.0 eV. The calculation puts the HOMO energy (spin up / spin down) at -8.79 / -8.54 eV. Its HOMO-LUMO gap (spin up / spin down) is 6.923 / 6.564 eV.

=====

(5)
The following is a quantum chemistry calculation of the ion C3H9N2S with charge -1 in a non-equilibrium geometry, from OMol25.

```
15
Properties=species:S:1:pos:R:3:forces:R:3
C -0.051 -0.968 0.019 0.6 0.5 -1.1
C 0.142 0.099 -1.057 1.5 0.6 -0.5
S 0.377 -0.425 -2.829 -0.4 -0.2 0.8
N 0.155 -0.394 1.358 -0.1 -0.7 1.1
C -0.691 0.709 1.816 1.3 0.6 0.0
N -0.278 1.241 3.177 -0.8 -0.5 -2.5
H 0.784 -1.697 -0.113 -0.9 0.2 0.0
H -1.031 -1.402 -0.214 -0.1 -0.5 0.6
H -0.600 0.903 -1.003 -0.2 -0.3 0.0
H 1.099 0.568 -0.766 -0.3 0.2 -0.1
H 0.128 -1.162 2.029 -0.1 0.2 0.0
H -0.396 1.498 1.109 -1.0 0.0 0.2
H -1.742 0.458 1.841 -0.6 0.2 -0.2
H -0.607 0.552 3.842 0.9 -0.1 0.3
H 0.715 1.241 2.959 0.3 -0.2 1.4
```
Positions in Å, forces in eV/Å.

For the energy above the lowest of the compared OMol25 structures with the same formula, charge and spin, the calculation gives 26.57 kcal/mol. For the LUMO energy, the calculation gives 3.7 eV. The calculation puts the HOMO energy at -2.25 eV. The SMILES is NCNCC[S-]. Its HOMO-LUMO gap is 5.926 eV. As for the total charge: -1.

=====

(6)
The following is a quantum chemistry calculation of the ion C3H9N2S with charge +1 in a non-equilibrium geometry, from OMol25.

```
15
Properties=species:S:1:pos:R:3:forces:R:3
C -0.536 -1.147 0.248 -0.3 -2.4 1.3
C 0.745 -0.800 -0.442 1.5 -2.1 0.1
C 0.374 1.433 0.045 -0.8 -0.7 0.3
N -1.303 -0.009 0.607 2.1 1.4 0.4
N 1.468 0.466 0.003 -2.0 -0.5 -4.8
S -2.665 0.269 -0.187 -0.9 0.1 -0.5
H -1.110 -1.857 -0.511 1.2 1.1 1.7
H -0.313 -1.687 1.264 -0.5 0.5 -1.9
H 1.428 -1.668 -0.396 -0.1 0.5 0.0
H 0.443 -0.718 -1.458 0.5 0.9 -1.1
H -0.065 1.708 -0.905 0.3 0.0 0.0
H 0.563 2.129 0.807 -0.4 1.1 0.8
H 2.005 0.427 0.804 1.0 -0.4 2.6
H 2.160 0.659 -0.782 -0.9 -0.1 1.0
H -3.194 0.794 0.904 -0.8 0.5 0.1
```
Positions in Å, forces in eV/Å.

For the energy above the lowest of the compared OMol25 structures with the same formula, charge and spin, the calculation gives 111.78 kcal/mol. For the LUMO energy (spin up / spin down), the calculation gives -4.5 / -4.4 eV. The calculation puts the HOMO energy (spin up / spin down) at -12.75 / -12.45 eV. Its HOMO-LUMO gap (spin up / spin down) is 8.232 / 8.048 eV. As for the total charge: +1.

=====

(7)
The following is a quantum chemistry calculation of a cluster of 2 separate species, C3H9N2S in total in a non-equilibrium geometry, from OMol25.

```
15
Properties=species:S:1:pos:R:3:forces:R:3
C -2.001 2.159 0.754 -0.7 1.9 4.2
C 0.641 -1.646 0.360 3.3 1.9 0.4
C -0.679 0.903 -0.867 -0.3 -1.4 -1.7
N -1.360 1.498 -0.044 0.0 0.3 -0.1
N 1.192 -0.916 -0.837 0.9 -0.9 -0.2
S -1.219 0.586 -2.483 2.6 -2.9 0.1
H -1.683 3.185 1.083 -0.3 -0.6 -1.1
H -2.692 1.727 1.535 0.3 -0.1 -1.4
H 1.398 -2.364 0.764 -0.7 0.7 -0.1
H 0.476 -0.773 1.066 -0.5 -1.8 -0.2
H -0.154 -2.195 -0.012 -2.1 -0.8 0.1
H 0.264 0.173 -0.740 0.6 0.6 0.4
H 2.240 -0.803 -0.792 -1.7 -0.3 -0.5
H 0.820 -1.325 -1.713 1.3 0.0 0.6
H -1.920 1.581 -2.626 -2.7 3.3 -0.5
```
Positions in Å, forces in eV/Å.

For the energy above the lowest of the compared OMol25 structures with the same formula, charge and spin, the calculation gives 80.14 kcal/mol. For the LUMO energy, the calculation gives -4.2 eV. The calculation puts the HOMO energy at -13.84 eV. Its HOMO-LUMO gap is 9.626 eV. As for the total charge: +1.

=====

(8)
The following is a quantum chemistry calculation of the ion C3H9N2S with charge +1 in a non-equilibrium geometry, from OMol25.

```
15
Properties=species:S:1:pos:R:3:forces:R:3
C 2.025 0.238 -0.295 -1.5 -0.3 -1.9
C -0.705 -1.332 -0.508 3.0 0.0 1.7
C -1.935 0.727 0.218 -1.3 0.3 -2.0
N 3.243 0.458 0.170 -1.6 -0.4 0.3
N -1.697 -0.719 0.342 -0.9 0.1 0.9
S 0.832 -0.868 0.304 0.8 -0.7 0.7
H 1.735 0.560 -1.325 0.9 0.0 0.8
H -0.766 -1.114 -1.529 -0.5 0.4 -1.5
H -1.414 1.270 0.875 2.5 1.9 2.6
H -1.558 1.024 -0.808 -1.2 -0.3 1.1
H -2.987 0.921 0.524 0.5 0.1 -1.0
H 3.427 0.230 1.127 0.3 -0.2 0.4
H 4.023 0.628 -0.424 0.4 0.4 -0.5
H -2.608 -0.903 0.006 -1.2 -2.2 -0.4
H -1.616 -1.120 1.322 -0.2 0.9 -1.3
```
Positions in Å, forces in eV/Å.

For the energy above the lowest of the compared OMol25 structures with the same formula, charge and spin, the calculation gives 91.11 kcal/mol. For the LUMO energy (spin up / spin down), the calculation gives -4.0 / -4.0 eV. The calculation puts the HOMO energy (spin up / spin down) at -11.97 / -11.97 eV. Its HOMO-LUMO gap (spin up / spin down) is 7.937 / 7.936 eV. As for the total charge: +1.

=====

(9)
The following is a quantum chemistry calculation of the ion C3H9N2Si with charge +1 in a non-equilibrium geometry, from OMol25.

```
15
Properties=species:S:1:pos:R:3:forces:R:3
C 0.478 -1.208 1.292 -0.4 0.7 0.5
C -0.098 1.746 0.550 -0.1 -0.3 -2.3
C -0.298 -0.454 -1.837 -2.1 -0.4 -1.2
N 3.256 -0.138 -0.297 -4.3 1.7 -0.7
N 2.186 0.182 -0.413 6.1 -1.9 0.4
Si 0.353 0.057 -0.148 -2.5 -0.3 0.9
H 1.060 -2.129 1.120 -0.7 0.2 0.0
H 0.983 -0.687 2.097 1.1 0.5 -0.1
H -0.437 -1.306 1.958 0.3 -0.6 -1.7
H -0.640 1.476 1.434 -0.7 0.2 0.5
H 0.773 2.337 0.863 -0.4 0.1 -0.4
H -0.761 2.225 -0.275 1.1 -0.3 1.8
H -1.323 -0.024 -2.144 1.3 0.0 1.2
H 0.230 -0.153 -2.783 0.2 -0.7 1.1
H -0.629 -1.546 -1.832 1.2 1.1 -0.1
```
Positions in Å, forces in eV/Å.

For the energy above the lowest of the compared OMol25 structures with the same formula, charge and spin, the calculation gives 17.92 kcal/mol. For the LUMO energy, the calculation gives -5.7 eV. The calculation puts the HOMO energy at -15.80 eV. The SMILES is C[Si](C)(C)[N+]#N. Its HOMO-LUMO gap is 10.141 eV. As for the total charge: +1.

=====

(10)
The following is a quantum chemistry calculation of a cluster of 2 separate species, C3H9N3 in total in a non-equilibrium geometry, from OMol25.

```
15
Properties=species:S:1:pos:R:3:forces:R:3
C -0.190 1.379 0.467 0.6 -0.2 0.3
N 1.100 1.546 -0.198 -0.2 0.0 -0.2
C 2.093 0.586 -0.114 -1.0 -0.5 -0.6
N 3.068 0.556 -0.922 -0.1 0.5 -0.3
H -1.010 1.069 -0.172 0.0 -0.1 -0.4
H -0.106 0.613 1.244 0.1 0.2 -0.1
H -0.489 2.308 0.927 -0.1 0.3 0.3
H 1.088 2.112 -1.052 0.3 -0.4 0.6
H 1.861 -0.217 0.609 0.1 0.4 0.0
H 3.626 -0.278 -0.835 0.2 -0.1 0.4
C -2.487 -2.166 0.160 1.3 0.7 0.1
N -1.278 -1.684 0.133 -2.3 -1.0 -1.2
H -2.691 -3.024 0.814 0.1 0.4 0.1
H -3.380 -1.776 -0.394 1.0 -0.3 0.1
H -1.205 -1.025 -0.667 -0.1 0.0 0.9
```
Positions in Å, forces in eV/Å.

For the energy above the lowest of the compared OMol25 structures with the same formula, charge and spin, the calculation gives 42.00 kcal/mol. For the LUMO energy, the calculation gives 0.9 eV. The calculation puts the HOMO energy at -8.73 eV. The SMILES is [H]/N=C/NC.C=N. Its HOMO-LUMO gap is 9.608 eV.

=====

Values of DFT total energy, in order: -777.398688; -454.625972; -593.583725; -1253.084826; -627.398170; -626.991933; -627.042343; -627.024866; -518.451342; -283.916185, all in a.u..